164
Properties=species:S:1:pos:R:3:lowdin_charge:R:1 method="wB97M-V/def2-TZVPD" homo_ev=-10.0 energy_ha=-6314.9130
C -7.851 4.919 -8.706 -0.08
C -6.782 5.044 -7.785 -0.06
C -6.032 3.976 -7.376 -0.03
C -6.245 2.777 -8.064 -0.09
C -7.243 2.677 -9.091 0.01
C -8.105 3.753 -9.350 -0.09
N -5.251 1.641 -7.854 -0.38
O -4.288 1.847 -7.188 0.09
O -5.364 0.659 -8.535 0.07
H -8.393 5.741 -9.150 0.11
H -6.511 5.981 -7.322 0.11
H -5.395 4.015 -6.505 0.12
H -7.390 1.745 -9.618 0.11
H -8.940 3.720 -10.034 0.11
C 2.540 -9.457 -3.957 -0.08
C 2.217 -9.896 -5.228 -0.07
C 2.021 -11.260 -5.413 0.00
C 2.083 -12.146 -4.324 -0.14
C 2.208 -11.648 -3.072 -0.03
C 2.632 -10.342 -2.852 -0.04
N 1.857 -13.605 -4.609 -0.33
O 2.144 -14.414 -3.724 0.06
O 1.544 -13.934 -5.741 0.07
H 2.808 -8.440 -3.715 0.10
H 1.967 -9.101 -5.915 0.11
H 1.657 -11.585 -6.377 0.12
H 2.160 -12.402 -2.300 0.12
H 2.823 -9.879 -1.895 0.10
C 3.537 -7.431 13.115 -0.08
C 3.405 -6.915 11.828 -0.09
C 2.466 -5.953 11.615 -0.01
C 1.727 -5.366 12.706 -0.13
C 1.786 -5.901 14.042 0.05
C 2.676 -7.061 14.155 -0.04
N 0.764 -4.329 12.427 -0.37
O 0.200 -3.810 13.437 0.03
O 0.569 -3.971 11.328 0.12
H 4.218 -8.258 13.251 0.10
H 3.920 -7.450 11.044 0.11
H 2.413 -5.521 10.627 0.11
H 1.266 -5.316 14.785 0.11
H 2.724 -7.453 15.161 0.09
C 6.675 9.042 2.618 -0.05
C 5.817 7.943 2.567 -0.07
C 5.849 7.011 3.604 -0.01
C 6.752 7.120 4.660 -0.14
C 7.573 8.204 4.681 -0.04
C 7.610 9.205 3.704 -0.03
N 6.779 6.000 5.662 -0.34
O 7.394 6.165 6.676 0.08
O 6.381 4.867 5.405 0.06
H 6.610 9.798 1.849 0.10
H 5.107 7.736 1.780 0.11
H 5.193 6.155 3.669 0.11
H 8.339 8.253 5.441 0.12
H 8.315 10.019 3.776 0.10
C -1.251 10.582 -8.844 -0.10
C -0.932 11.417 -7.818 -0.07
C -0.430 11.001 -6.513 0.04
C -0.526 9.577 -6.299 -0.08
C -0.979 8.691 -7.339 -0.01
C -1.211 9.209 -8.614 -0.08
N -0.159 9.062 -4.895 -0.38
O -0.250 7.956 -4.497 0.10
O 0.176 9.914 -4.121 0.06
H -1.674 10.883 -9.791 0.11
H -0.827 12.474 -8.016 0.10
H -0.141 11.686 -5.730 0.11
H -0.730 7.665 -7.113 0.11
H -1.370 8.533 -9.441 0.10
C -5.409 10.799 4.034 -0.05
C -6.627 10.586 3.359 -0.05
C -6.801 9.563 2.397 0.01
C -5.676 8.907 1.991 -0.17
C -4.428 9.197 2.556 -0.01
C -4.241 10.105 3.586 -0.05
N -5.787 8.028 0.863 -0.33
O -6.896 7.966 0.324 0.06
O -4.860 7.262 0.549 0.06
H -5.316 11.439 4.899 0.10
H -7.398 11.292 3.631 0.10
H -7.817 9.371 2.085 0.12
H -3.594 8.559 2.306 0.11
H -3.393 10.109 4.254 0.10
O 1.299 -0.379 2.437 -0.35
S 1.146 -1.596 1.534 0.73
O 2.331 -2.390 1.172 -0.31
O 0.114 -2.599 2.334 -0.31
C 0.487 -3.682 3.207 -0.25
C 1.268 -4.830 2.550 -0.08
C -0.061 -1.132 0.207 -0.08
H -0.400 -4.080 3.700 0.12
H 1.147 -3.285 3.979 0.12
H 0.818 -5.012 1.574 0.08
H 1.162 -5.681 3.223 0.08
H 2.304 -4.519 2.416 0.06
H -0.960 -1.722 0.385 0.07
H 0.445 -1.479 -0.694 0.06
H -0.217 -0.055 0.275 0.07
O -3.239 -5.611 -5.025 -0.29
S -4.117 -6.763 -5.193 0.70
O -3.597 -7.991 -5.778 -0.32
O -4.605 -7.251 -3.617 -0.27
C -4.335 -8.618 -3.257 -0.29
C -5.653 -9.238 -2.839 -0.08
C -5.736 -6.366 -5.930 -0.11
H -3.779 -8.541 -2.323 0.11
H -3.704 -9.254 -3.878 0.12
H -6.256 -8.824 -2.030 0.08
H -5.513 -10.291 -2.598 0.08
H -6.296 -9.247 -3.719 0.07
H -6.062 -5.392 -5.565 0.07
H -6.547 -6.990 -5.555 0.07
H -5.667 -6.213 -7.007 0.07
C 3.990 -0.743 -7.392 -0.04
C 3.980 -0.215 -8.792 -0.32
O 5.291 -0.686 -9.254 0.13
C 5.901 -1.461 -8.305 -0.56
O 6.962 -2.068 -8.443 0.13
O 5.104 -1.702 -7.307 0.11
F 3.711 1.068 -8.692 0.11
H 3.049 -1.082 -6.957 0.14
H 4.048 0.124 -6.733 0.13
H 3.113 -0.727 -9.209 0.17
C 8.513 2.179 -0.795 -0.04
C 9.004 1.559 -2.006 -0.38
O 10.295 2.159 -2.180 0.13
C 10.159 3.404 -1.565 -0.57
O 11.014 4.280 -1.539 0.14
O 9.041 3.505 -0.981 0.13
F 8.242 1.798 -3.052 0.11
H 9.005 1.641 0.015 0.15
H 7.451 2.186 -0.550 0.16
H 9.184 0.485 -2.045 0.18
C -2.908 3.705 5.367 -0.02
C -3.908 2.648 4.871 -0.38
O -5.088 3.323 4.663 0.18
C -5.090 4.175 5.663 -0.57
O -6.149 4.692 6.034 0.13
O -3.874 4.453 6.090 0.09
F -4.030 1.734 5.798 0.12
H -2.472 4.275 4.547 0.14
H -2.159 3.380 6.090 0.15
H -3.557 2.076 4.013 0.17
C 7.891 -3.783 5.251 -0.11
C 8.666 -5.036 5.435 -0.31
O 9.412 -5.150 4.289 0.10
C 8.998 -4.241 3.286 -0.39
O 9.519 -4.121 2.183 0.15
O 8.081 -3.407 3.928 0.06
F 7.784 -6.085 5.220 0.04
H 8.399 -3.024 5.846 0.14
H 6.851 -3.718 5.570 0.15
H 9.261 -5.101 6.346 0.17
C -9.635 -3.958 2.823 -0.03
C -8.353 -3.503 3.542 -0.25
O -8.831 -2.410 4.255 0.15
C -10.112 -2.130 3.966 -0.53
O -10.710 -1.072 4.394 0.08
O -10.506 -2.823 2.972 0.12
F -7.327 -3.112 2.640 0.01
H -10.021 -4.925 3.145 0.14
H -9.501 -4.233 1.777 0.14
H -7.849 -4.306 4.079 0.17

9
Properties=species:S:1:pos:R:3:lowdin_charge:R:1 method="wB97M-V/def2-TZVPD" e_above_lowest_kcal_mol=32.18 homo_ev=-10.5 energy_ha=-1506.3105
C 1.249 -0.308 0.094 -1.40
N -1.867 0.311 -0.083 -0.12
O 0.503 0.195 -0.970 -0.32
O 0.553 0.117 1.183 -0.29
P -0.400 1.088 0.150 0.90
Cl 2.944 0.534 -0.007 0.50
Cl 1.669 -2.024 0.098 0.65
H -1.895 -0.648 -0.082 0.01
H -2.756 0.735 -0.383 0.07

8
Properties=species:S:1:pos:R:3:lowdin_charge:R:1 method="wB97M-V/def2-TZVPD" e_above_lowest_kcal_mol=59.96 homo_ev=-9.5 energy_ha=-2806.4851
C -0.156 0.355 0.169 -0.10
C -2.689 0.435 -2.716 -0.60
N -0.530 0.118 -1.020 0.00
F -3.436 -0.109 -1.709 -0.17
Br -2.413 2.130 -2.285 0.73
H 0.745 0.351 0.689 0.05
H -0.949 0.714 0.783 0.05
H 0.267 0.043 -1.615 0.04

59
Properties=species:S:1:pos:R:3:lowdin_charge:R:1 method="wB97M-V/def2-TZVPD" e_above_lowest_kcal_mol=21.51 homo_ev=-4.4 total_charge=-1 energy_ha=-6055.4214
Fe -0.104 -0.618 0.402 -0.04
C 3.993 -0.585 -0.459 -0.01
C 2.544 -0.797 -0.787 -0.22
N 1.685 -0.873 0.188 -0.08
N 2.101 -0.910 1.462 -0.09
C 1.409 -0.499 2.473 -1.13
S -0.094 0.296 2.652 0.61
S 2.242 -0.708 4.043 0.86
C 3.580 -1.889 3.637 -0.43
C 3.053 -3.282 3.458 -0.30
C 3.029 -3.884 2.206 -0.05
C 2.531 -5.171 2.054 -0.10
C 2.057 -5.871 3.150 -0.11
C 2.062 -5.271 4.403 -0.09
C 2.551 -3.984 4.552 -0.06
C 2.063 -0.770 -2.141 -0.11
C 2.956 -0.596 -3.214 -0.06
C 2.515 -0.445 -4.509 -0.13
C 1.143 -0.445 -4.773 -0.11
C 0.239 -0.639 -3.753 -0.02
C 0.657 -0.861 -2.424 -0.35
O -0.210 -1.152 -1.514 -0.18
H 4.138 -0.737 0.606 0.05
H 4.632 -1.279 -1.009 0.08
H 4.290 0.433 -0.716 0.10
H 4.058 -1.525 2.733 0.05
H 4.271 -1.823 4.479 0.07
H 3.389 -3.338 1.342 0.11
H 2.513 -5.624 1.069 0.09
H 1.682 -6.882 3.036 0.09
H 1.680 -5.806 5.265 0.10
H 2.533 -3.497 5.520 0.11
H 4.019 -0.569 -3.012 0.10
H 3.226 -0.317 -5.316 0.09
H 0.788 -0.291 -5.785 0.09
H -0.826 -0.645 -3.949 0.11
Cl -4.928 4.467 -0.098 0.62
C -3.466 3.547 -0.097 -0.73
C -3.505 2.161 0.033 -0.71
Cl -5.016 1.350 0.195 0.67
C -2.332 1.431 0.031 -0.53
Cl -2.331 -0.277 0.274 0.82
C -1.047 2.018 -0.140 -0.49
O 0.030 1.345 -0.159 -0.15
C -1.056 3.437 -0.260 -0.61
Cl 0.474 4.203 -0.436 0.70
C -2.225 4.177 -0.224 -0.71
Cl -2.160 5.896 -0.333 0.65
C -0.831 -6.333 -0.159 -0.08
N -1.243 -5.051 0.385 -0.06
C -0.472 -3.935 0.303 -0.82
N 0.375 -3.820 -0.738 0.14
S -0.575 -2.768 1.498 0.78
H -1.653 -7.037 -0.049 0.08
H 0.050 -6.736 0.351 0.08
H -0.604 -6.241 -1.221 0.07
H -1.724 -5.090 1.271 0.10
H 0.144 -4.328 -1.579 0.10
H 0.650 -2.856 -0.911 0.06

76
Properties=species:S:1:pos:R:3:lowdin_charge:R:1 method="wB97M-V/def2-TZVPD" e_above_lowest_kcal_mol=21.89 homo_ev=-4.8 total_charge=-1 energy_ha=-2558.3374
Cd -0.078 0.132 0.269 1.47
C -0.781 -3.553 3.025 0.00
C -0.664 -2.802 1.760 -0.28
N -1.463 -1.845 1.461 0.06
O -2.356 -1.486 2.485 0.03
B -2.368 -0.070 2.779 -1.15
F -3.423 0.248 3.568 0.19
F -2.237 0.775 1.642 0.04
O -1.079 0.240 3.519 -0.01
N 0.003 0.265 2.707 0.02
C 1.133 0.270 3.376 -0.22
C 1.127 0.843 4.785 -0.01
C 2.404 0.122 2.647 -0.28
N 2.273 -0.077 1.392 0.03
O 3.427 -0.563 0.803 -0.01
B 3.209 -2.024 0.443 -1.13
F 4.321 -2.540 -0.132 0.19
F 2.966 -2.718 1.644 0.12
O 2.041 -2.101 -0.469 0.02
N 0.800 -2.071 0.058 -0.02
C 0.375 -3.071 0.760 -0.29
C 0.884 -4.464 0.602 -0.01
C 3.727 0.196 3.364 0.00
H -1.125 -2.907 3.836 0.09
H -1.487 -4.367 2.944 0.09
H 0.230 -3.960 3.280 0.10
H 1.683 0.278 5.484 0.05
H 1.475 1.868 4.779 0.09
H 0.064 0.802 5.150 0.09
H 1.449 -4.455 -0.399 0.13
H 1.556 -4.740 1.469 0.11
H 0.055 -5.123 0.584 0.06
H 3.632 -0.298 4.338 0.08
H 4.424 -0.298 2.714 0.07
H 4.047 1.232 3.553 0.10
C -3.375 3.243 -2.156 -0.10
N -2.658 2.405 -1.239 -0.21
C -3.179 1.116 -0.931 -0.23
C -1.590 3.031 -0.530 -0.22
C -0.194 2.990 -1.183 -0.24
N 0.636 1.782 -0.986 -0.15
C 1.876 1.903 -1.507 -0.25
C 2.393 1.106 -2.585 -0.10
F 1.675 0.005 -2.977 0.04
C 3.681 1.414 -3.085 -0.23
F 4.230 0.696 -4.060 0.07
C 4.460 2.475 -2.643 0.04
C 3.986 3.174 -1.539 -0.23
F 4.796 4.161 -1.075 0.06
C 2.765 2.882 -0.989 -0.15
F 2.563 3.312 0.302 0.05
H -4.340 3.660 -1.748 0.08
H -3.747 2.679 -3.041 0.07
H -2.693 4.106 -2.404 0.10
H -4.064 0.873 -1.534 0.11
H -3.553 1.177 0.095 0.12
H -2.298 -0.621 -0.404 0.03
H -1.424 2.572 0.491 0.11
H -1.758 4.102 -0.216 0.12
H 0.371 3.873 -0.754 0.12
H -0.324 3.095 -2.231 0.09
H 5.397 2.824 -3.165 0.15
C -3.501 -1.943 -2.097 -0.03
C -2.393 -0.855 -2.372 -0.60
C -1.088 -1.557 -2.650 -0.07
C -2.730 -0.038 -3.613 -0.06
N -2.225 0.031 -1.152 -0.02
H -3.733 -2.493 -3.039 0.09
H -4.411 -1.485 -1.731 0.07
H -3.076 -2.636 -1.384 0.07
H -1.273 -2.242 -3.533 0.10
H -0.711 -2.183 -1.804 0.07
H -0.270 -0.873 -2.993 0.08
H -2.672 -0.717 -4.464 0.08
H -2.045 0.827 -3.775 0.10
H -3.747 0.391 -3.523 0.07

144
Properties=species:S:1:pos:R:3:lowdin_charge:R:1 method="wB97M-V/def2-TZVPD" e_above_lowest_kcal_mol=1.74 homo_ev=-9.4 energy_ha=-2480.5562
C 0.111 -4.338 -0.905 -0.06
C 0.571 -5.734 -1.232 -0.29
O 1.805 -5.688 -1.952 -0.09
H -0.926 -4.333 -0.566 0.03
H 0.143 -3.725 -1.811 0.08
H 0.679 -3.813 -0.133 0.06
H -0.211 -6.258 -1.790 0.11
H 0.707 -6.288 -0.291 0.12
H 1.964 -6.578 -2.285 0.10
C -3.976 2.909 2.132 -0.06
C -3.161 3.449 0.979 -0.29
O -3.062 2.460 -0.033 -0.11
H -4.985 2.639 1.817 0.08
H -4.035 3.694 2.891 0.08
H -3.489 2.045 2.576 0.06
H -2.160 3.680 1.373 0.09
H -3.601 4.348 0.539 0.11
H -2.428 2.732 -0.739 0.06
C 1.231 2.196 3.122 -0.07
C 0.208 3.234 3.510 -0.32
O -0.462 2.823 4.695 -0.07
H 2.069 2.152 3.818 0.08
H 1.659 2.449 2.148 0.06
H 0.740 1.225 3.065 0.05
H -0.485 3.362 2.663 0.09
H 0.645 4.231 3.660 0.11
H -1.346 3.195 4.728 0.08
C 0.653 4.472 -0.211 -0.09
C 1.608 5.327 0.602 -0.29
O 1.656 6.663 0.059 -0.08
H 0.886 4.531 -1.275 0.07
H -0.389 4.781 -0.100 0.07
H 0.770 3.413 0.062 0.07
H 2.614 4.905 0.571 0.10
H 1.342 5.391 1.667 0.10
H 0.788 7.065 0.142 0.08
C -0.347 -0.176 -0.322 -0.06
C 0.437 -0.818 0.795 -0.28
O 1.833 -0.760 0.501 -0.11
H -0.163 -0.651 -1.288 0.07
H -0.142 0.892 -0.484 0.07
H -1.419 -0.223 -0.100 0.07
H 0.093 -1.863 0.840 0.10
H 0.224 -0.375 1.775 0.09
H 2.310 -1.498 0.925 0.05
C -3.446 -4.808 -0.401 -0.09
C -3.213 -3.324 -0.275 -0.33
O -4.272 -2.759 0.504 -0.11
H -3.335 -5.325 0.548 0.08
H -2.747 -5.237 -1.130 0.06
H -4.437 -4.989 -0.820 0.08
H -3.192 -2.839 -1.261 0.11
H -2.259 -3.102 0.232 0.09
H -4.319 -1.793 0.325 0.03
C -3.460 4.825 -3.077 -0.08
C -2.024 4.372 -3.226 -0.32
O -1.768 3.431 -2.228 -0.12
H -3.663 5.297 -2.109 0.07
H -4.154 3.978 -3.120 0.07
H -3.751 5.564 -3.826 0.08
H -1.390 5.264 -3.105 0.12
H -1.834 4.005 -4.239 0.11
H -0.835 3.117 -2.290 0.06
C 4.153 -0.113 2.689 -0.09
C 5.247 -0.680 1.811 -0.30
O 6.226 0.366 1.635 -0.09
H 3.369 -0.821 2.958 0.06
H 3.726 0.774 2.227 0.05
H 4.566 0.220 3.649 0.08
H 4.829 -0.934 0.827 0.10
H 5.701 -1.561 2.269 0.10
H 6.957 0.027 1.106 0.08
C -6.159 -0.738 -1.510 -0.08
C -5.539 0.386 -0.715 -0.30
O -4.271 -0.010 -0.155 -0.13
H -7.147 -0.435 -1.858 0.08
H -6.286 -1.641 -0.914 0.07
H -5.494 -0.972 -2.343 0.07
H -6.233 0.728 0.069 0.11
H -5.359 1.243 -1.377 0.10
H -3.806 0.846 -0.001 0.04
C 0.739 -3.726 5.925 -0.08
C 1.459 -3.264 4.667 -0.29
O 0.570 -3.256 3.521 -0.12
H 1.436 -3.729 6.777 0.08
H 0.437 -4.766 5.812 0.08
H -0.094 -3.072 6.162 0.07
H 2.249 -3.977 4.415 0.11
H 1.889 -2.261 4.774 0.11
H 0.008 -2.459 3.550 0.05
C -2.412 0.148 -3.392 -0.07
C -3.540 0.812 -4.149 -0.29
O -3.812 -0.004 -5.310 -0.08
H -1.527 0.029 -4.020 0.07
H -2.692 -0.799 -2.934 0.07
H -2.033 0.787 -2.584 0.06
H -3.217 1.827 -4.422 0.10
H -4.457 0.895 -3.551 0.09
H -4.173 0.534 -6.020 0.07
C 4.129 3.236 -1.419 -0.07
C 3.922 1.959 -0.644 -0.29
O 2.793 1.252 -1.167 -0.12
H 4.886 3.864 -0.945 0.08
H 3.206 3.816 -1.484 0.06
H 4.472 3.022 -2.433 0.07
H 3.795 2.168 0.432 0.10
H 4.837 1.344 -0.678 0.11
H 2.510 0.524 -0.562 0.05
C 2.219 -1.545 -3.091 -0.07
C 3.282 -2.253 -2.256 -0.32
O 3.492 -3.547 -2.792 -0.10
H 1.289 -2.096 -2.970 0.06
H 2.546 -1.453 -4.120 0.08
H 2.009 -0.545 -2.684 0.04
H 2.952 -2.343 -1.216 0.09
H 4.249 -1.754 -2.292 0.11
H 2.826 -4.164 -2.420 0.04
C 4.732 -4.238 0.773 -0.07
C 3.335 -4.399 1.303 -0.28
O 2.838 -3.128 1.709 -0.11
H 4.700 -3.520 -0.049 0.06
H 5.133 -5.177 0.401 0.08
H 5.381 -3.823 1.543 0.07
H 3.332 -5.130 2.116 0.12
H 2.672 -4.762 0.512 0.09
H 2.179 -3.272 2.415 0.05
C 2.263 2.163 -4.856 -0.07
C 0.926 1.813 -4.229 -0.31
O 0.826 2.344 -2.918 -0.12
H 2.253 3.231 -5.080 0.08
H 2.438 1.585 -5.763 0.08
H 3.085 1.988 -4.163 0.06
H 0.735 0.735 -4.185 0.09
H 0.121 2.231 -4.835 0.11
H 1.578 2.014 -2.390 0.05
C -2.930 -0.987 3.204 -0.08
C -2.100 -0.228 4.183 -0.30
O -0.883 -0.961 4.388 -0.10
H -2.394 -1.068 2.255 0.07
H -3.881 -0.509 2.979 0.08
H -3.152 -2.002 3.537 0.09
H -2.613 -0.036 5.130 0.12
H -1.885 0.757 3.746 0.09
H -0.266 -0.327 4.787 0.10